[1]
{
  "formula": "C13H23FN5O",
  "method": "ωB97M-V with the def2-TZVPD basis set",
  "symbols": ["F", "O", "N", "N", "N", "N", "N", "C", "C", "C", "C", "C", "C", "C", "C", "C", "C", "C", "C", "C", "H", "H", "H", "H", "H", "H", "H", "H", "H", "H", "H", "H", "H", "H", "H", "H", "H", "H", "H", "H", "H", "H", "H"],
  "coordinates": [[-2.211, -2.906, 2.178], [-2.112, -0.577, 2.437], [-2.715, -2.565, -0.601], [-1.934, -4.857, -0.186], [1.767, 2.006, -0.470], [-0.746, -3.474, -1.604], [-0.694, -0.396, 2.879], [0.218, 3.260, -2.169], [1.157, 2.774, 2.371], [0.374, -0.030, 3.015], [1.762, 0.443, 3.195], [-2.233, -1.626, 1.635], [-2.434, -1.347, 0.143], [-1.877, -3.585, -0.740], [-1.115, -5.761, -1.024], [1.064, 4.113, -3.120], [0.011, -4.746, -1.435], [1.090, 2.549, -1.208], [1.769, 1.945, 3.495], [1.882, 5.176, -2.395], [-0.357, 2.524, -2.732], [1.690, 2.607, 1.429], [1.741, 3.470, -3.688], [-3.602, -2.625, -1.093], [-0.483, 3.885, -1.614], [0.103, 2.529, 2.216], [2.443, 5.776, -3.112], [0.609, -5.021, -2.323], [0.404, 4.599, -3.840], [-1.222, -3.595, -2.515], [2.328, 0.228, 2.286], [-3.326, -0.684, 0.046], [2.799, 2.266, 3.658], [0.705, -4.494, -0.604], [-1.584, -0.747, -0.269], [-1.583, -4.906, 0.773], [2.218, -0.111, 4.017], [2.604, 4.730, -1.709], [-1.542, -6.036, -2.009], [1.223, 2.140, 4.422], [1.235, 5.847, -1.825], [1.211, 3.836, 2.612], [-0.636, -6.614, -0.523]],
  "atomic_forces_ev_per_a": [[0.110, 0.722, -0.537], [-7.338, -5.603, -4.522], [-0.778, -0.055, -0.152], [-0.089, 0.460, -0.770], [0.784, -0.801, 0.236], [-2.305, -1.504, -0.071], [6.619, 1.210, 2.880], [0.423, -0.101, 0.060], [0.213, 0.085, -0.048], [2.170, 0.622, 0.014], [-0.202, 0.118, 0.062], [-1.557, 3.457, 1.327], [0.663, 1.035, 0.677], [2.814, -1.511, -0.614], [2.689, 1.353, -1.152], [0.214, 0.264, -0.061], [0.514, 0.082, 0.922], [-1.190, 0.685, -1.065], [-0.227, 0.432, -0.028], [0.004, 0.006, -0.002], [-0.001, -0.048, 0.106], [-0.216, 0.117, 0.549], [-0.105, -0.059, 0.003], [-0.183, -0.427, 0.903], [0.036, -0.045, 0.058], [0.026, -0.035, -0.004], [-0.039, 0.011, 0.027], [-0.500, 0.274, 0.385], [-0.069, -0.115, 0.030], [0.503, 1.373, -0.269], [-0.125, -0.011, -0.038], [0.543, -0.658, -0.182], [0.017, -0.155, 0.029], [-0.214, -0.669, -0.396], [-0.310, -0.546, 0.070], [-1.316, 0.258, 0.437], [-0.123, -0.109, -0.045], [-0.052, -0.009, 0.012], [-0.673, -0.176, 0.993], [0.101, -0.138, 0.051], [0.038, -0.003, -0.009], [-0.011, -0.026, 0.036], [-0.857, 0.241, 0.096]],
  "homo_ev": -9.47,
  "e_tot_ha": -957.51503,
  "max_force_ev_per_a": 10.280,
  "multiplicity": 1,
  "charge": 1
}

=====

[2]
{
  "formula": "C16H24N5O11Tm",
  "method": "ωB97M-V with the def2-TZVPD basis set",
  "symbols": ["Tm", "O", "O", "O", "O", "O", "O", "O", "O", "O", "O", "O", "N", "N", "N", "N", "N", "C", "C", "C", "C", "C", "C", "C", "C", "C", "C", "C", "C", "C", "C", "C", "C", "H", "H", "H", "H", "H", "H", "H", "H", "H", "H", "H", "H", "H", "H", "H", "H", "H", "H", "H", "H", "H", "H", "H", "H"],
  "coordinates": [[-0.860, 0.462, -0.778], [-1.203, 2.653, -0.852], [-2.242, 1.364, -2.199], [-1.467, -1.376, 0.304], [-0.590, -1.037, -2.409], [-2.620, 3.447, -2.203], [0.384, -2.435, -3.856], [2.045, 3.050, -3.153], [-4.077, 2.062, 1.914], [-2.848, 0.994, 0.382], [-2.485, -2.966, 1.513], [0.523, 1.562, -2.454], [1.788, 1.490, -0.001], [0.696, -1.350, 2.016], [-0.521, 1.537, 1.867], [-2.032, 2.486, -1.760], [1.612, -1.550, -0.629], [0.454, -0.471, 3.137], [1.776, 2.720, -0.797], [1.953, 1.830, 1.407], [-1.543, -2.241, 1.206], [2.441, -0.572, -1.323], [1.120, -2.524, -1.602], [0.671, 2.366, 2.059], [-1.714, 2.394, 1.958], [2.880, 0.618, -0.465], [-0.218, -2.480, 2.020], [1.420, 2.422, -2.302], [-0.691, 0.521, 2.912], [2.346, -2.258, 0.419], [-3.023, 1.735, 1.374], [2.069, -1.768, 1.856], [0.224, -1.925, -2.748], [-1.561, 3.284, 1.347], [0.248, -3.338, 1.532], [0.465, 3.342, 1.615], [-1.592, -0.040, 2.656], [1.364, 0.079, 3.392], [0.183, -1.056, 4.043], [1.868, -0.196, -2.172], [1.954, -3.079, -2.074], [0.871, 2.517, 3.137], [0.988, 3.379, -0.433], [-0.860, 1.028, 3.885], [2.742, 2.601, 1.539], [2.748, 3.247, -0.731], [3.366, -1.055, -1.711], [-1.900, 2.710, 2.999], [3.435, -2.200, 0.240], [0.477, -3.242, -1.087], [-0.478, -2.790, 3.047], [3.582, 1.203, -1.076], [2.280, 0.938, 1.931], [2.733, -0.932, 2.088], [3.439, 0.235, 0.394], [2.349, -2.590, 2.552], [2.083, -3.319, 0.370]],
  "atomic_forces_ev_per_a": [[1.399, -2.075, 1.271], [0.885, 0.519, 1.154], [-0.456, -1.656, -0.910], [-0.054, 0.276, -0.391], [-0.494, 0.657, 0.275], [-0.482, 0.628, -0.399], [-0.173, -0.011, -0.150], [0.162, 0.221, -0.320], [-0.287, 0.067, 0.141], [0.198, -0.627, -0.474], [-0.176, -0.087, -0.089], [-0.365, -0.726, -0.042], [-0.035, 0.093, 0.062], [0.269, -0.183, 0.373], [0.012, 0.112, 0.004], [-1.416, 3.190, -1.069], [0.236, -0.060, -0.175], [-0.162, 0.216, 0.093], [-0.167, 0.011, -0.733], [-0.264, -0.042, 0.234], [0.533, -0.585, 0.916], [0.165, 0.167, -0.036], [-0.331, 0.174, -0.548], [0.244, -0.102, -0.200], [-0.672, -0.071, -0.230], [-0.002, -0.389, -0.247], [-0.608, 0.327, -0.466], [0.618, 0.433, 1.026], [0.178, -0.332, 0.145], [-0.115, 0.072, 0.270], [0.697, 0.651, 0.796], [0.143, 0.008, -0.135], [1.097, -1.040, 0.235], [0.036, -0.029, 0.055], [0.051, -0.010, -0.015], [-0.036, -0.039, 0.155], [-0.069, 0.057, 0.107], [-0.018, -0.086, -0.020], [0.063, 0.152, -0.098], [0.152, -0.029, -0.026], [-0.187, 0.142, 0.040], [-0.017, 0.105, -0.117], [0.049, 0.023, 0.029], [-0.049, -0.088, -0.181], [-0.110, -0.161, 0.002], [-0.195, -0.167, -0.068], [-0.157, 0.092, 0.024], [0.010, -0.092, -0.178], [-0.084, -0.083, 0.000], [0.011, -0.011, 0.086], [-0.007, 0.045, -0.184], [0.012, -0.036, 0.116], [0.040, 0.039, -0.022], [-0.102, -0.018, 0.031], [0.012, 0.105, 0.014], [0.000, 0.146, -0.077], [0.017, 0.108, -0.056]],
  "homo_ev": [-3.41, -3.42],
  "e_tot_ha": -2810.91380,
  "relative_energy_ev": 0.000,
  "max_force_ev_per_a": 3.650,
  "multiplicity": 3,
  "charge": -2
}

=====

[3]
{
  "formula": "C39H72N3O4PS",
  "method": "ωB97M-V with the def2-TZVPD basis set",
  "symbols": ["S", "P", "O", "O", "O", "O", "N", "N", "N", "C", "C", "C", "C", "C", "C", "C", "C", "C", "C", "C", "C", "C", "C", "C", "C", "C", "C", "C", "C", "C", "C", "C", "C", "C", "C", "C", "C", "C", "C", "C", "C", "C", "C", "C", "C", "C", "C", "C", "H", "H", "H", "H", "H", "H", "H", "H", "H", "H", "H", "H", "H", "H", "H", "H", "H", "H", "H", "H", "H", "H", "H", "H", "H", "H", "H", "H", "H", "H", "H", "H", "H", "H", "H", "H", "H", "H", "H", "H", "H", "H", "H", "H", "H", "H", "H", "H", "H", "H", "H", "H", "H", "H", "H", "H", "H", "H", "H", "H", "H", "H", "H", "H", "H", "H", "H", "H", "H", "H", "H", "H"],
  "coordinates": [[-2.154, -2.823, -3.004], [-1.610, -3.006, -1.126], [-0.542, -0.535, -1.078], [-7.165, 1.056, -4.830], [0.266, 2.056, -0.126], [-6.144, -0.825, -0.610], [-5.651, -3.379, -1.887], [2.957, 0.335, -1.301], [-6.955, 3.856, -5.543], [-6.524, 3.708, -3.151], [0.471, 2.542, 3.501], [-7.536, 3.446, -4.261], [0.798, -0.952, -1.087], [-2.976, -3.370, 2.306], [-0.585, -2.530, 1.882], [8.356, -0.753, -0.310], [0.297, 3.672, -1.905], [4.039, -0.567, -1.704], [-5.590, -1.898, 0.120], [0.960, 2.425, -1.310], [1.000, 2.171, 1.074], [-0.246, 3.148, 4.521], [1.674, 0.019, -1.939], [-1.627, -3.346, 2.638], [-1.426, -1.324, -0.327], [-3.887, -4.123, 3.029], [10.235, 2.066, 2.575], [-7.496, -0.525, -0.319], [6.076, -1.788, -0.866], [-7.309, -3.786, -0.146], [-3.472, -4.862, 4.128], [11.050, 0.851, 2.139], [7.273, -1.790, 0.092], [-1.591, 4.302, 2.898], [8.861, 0.152, 0.854], [5.227, -0.512, -0.747], [10.345, -0.127, 1.151], [-1.230, -4.086, 3.748], [-8.064, 2.004, -4.294], [-1.271, 4.028, 4.217], [0.164, 2.820, 2.175], [-2.135, -4.826, 4.488], [-0.867, 3.694, 1.879], [-6.189, 0.570, -3.923], [10.966, 2.871, 3.679], [-1.144, -1.267, 1.201], [-5.897, -3.294, -0.445], [0.939, 1.301, -2.357], [2.015, 2.633, -1.118], [-0.405, -0.472, 1.315], [7.738, -2.776, 0.105], [3.705, -1.611, -1.776], [-5.896, -0.427, -4.254], [11.969, 1.204, 1.666], [-1.791, -5.374, 5.357], [-5.874, -1.826, 1.180], [10.120, 2.728, 1.715], [-0.189, -4.074, 4.053], [-5.544, 3.296, -3.388], [6.912, -1.581, 1.102], [1.278, 1.856, 3.740], [11.345, 0.281, 3.023], [11.479, 2.193, 4.359], [-7.727, -0.691, 0.737], [1.901, 2.773, 0.942], [8.699, 1.192, 0.579], [5.454, -2.669, -0.682], [-0.008, -3.150, 1.194], [0.789, 3.990, -2.822], [-2.023, -0.916, 1.738], [-3.361, -2.780, 1.482], [1.243, -1.015, -0.084], [0.302, 4.482, -1.172], [-0.002, 2.950, 5.557], [-7.376, -4.859, -0.324], [-4.931, -4.133, 2.741], [10.877, -0.153, 0.199], [-6.262, 3.159, -5.804], [-6.396, 4.781, -3.006], [-6.856, 3.278, -2.203], [7.992, -0.137, -1.133], [-5.296, 1.198, -3.925], [9.261, 1.779, 2.966], [-6.174, -2.631, -2.335], [-8.937, 1.978, -4.952], [-4.506, -1.745, 0.068], [-8.049, -3.308, -0.788], [10.390, -1.132, 1.576], [-0.071, 1.099, -2.711], [6.453, -1.892, -1.889], [4.377, -0.247, -2.693], [-7.655, 0.530, -0.548], [1.923, -0.516, -2.858], [9.209, -1.305, -0.710], [-0.378, -3.674, -1.053], [1.249, 1.165, 1.434], [10.227, 3.436, 4.249], [5.879, 0.332, -0.969], [-2.403, -0.864, -0.494], [-1.099, 3.900, 0.843], [-8.179, -1.110, -0.940], [-2.385, 4.992, 2.646], [-8.402, 4.089, -4.072], [-7.585, -3.599, 0.895], [1.488, 1.713, -3.210], [0.122, -2.207, 2.651], [4.892, -0.445, 0.293], [11.656, 3.590, 3.241], [2.866, 0.338, -0.292], [-4.208, -5.440, 4.671], [-7.663, 3.791, -6.269], [-1.826, 4.502, 5.018], [0.898, -1.947, -1.537], [-4.677, -3.141, -2.065], [-2.579, -3.740, -0.432], [-6.584, 0.496, -2.907], [-0.754, 3.453, -2.107], [8.271, -0.096, 1.736], [-8.401, 1.687, -3.298], [-5.201, -3.983, 0.048]],
  "atomic_forces_ev_per_a": [[0.131, -0.019, 0.300], [-0.370, 0.647, -1.747], [-0.074, -0.232, -0.072], [0.012, -0.012, 0.103], [0.445, 0.136, 0.260], [-0.094, 0.053, 0.080], [0.117, 0.177, 0.283], [0.026, -0.241, -0.223], [-0.131, -0.119, -0.030], [-0.028, 0.082, 0.098], [-0.077, 0.073, 0.097], [0.207, -0.057, 0.011], [0.763, 0.081, -0.358], [-0.118, 0.151, -0.209], [-0.480, 0.293, 0.645], [0.016, -0.121, 0.490], [-0.164, -0.205, 0.571], [0.119, 0.365, 0.349], [0.149, -0.077, 0.004], [-0.384, 0.049, -1.132], [-0.875, 0.153, 0.400], [0.119, 0.005, 0.041], [-0.353, 0.173, 0.146], [0.126, -0.112, -0.108], [-0.201, -0.086, 0.853], [-0.033, -0.125, 0.143], [0.822, 0.314, 0.399], [0.052, 0.068, -0.139], [0.205, -0.006, 0.110], [-0.008, -0.077, 0.135], [-0.187, 0.132, -0.265], [-0.322, -0.354, -0.311], [0.095, 0.354, -0.408], [0.196, -0.094, -0.201], [0.167, -0.678, -0.618], [0.253, -0.753, -0.242], [-0.287, 0.373, 0.307], [0.157, -0.009, 0.012], [-0.169, 0.035, -0.072], [-0.245, 0.162, 0.230], [0.344, -0.351, -0.321], [-0.017, -0.186, 0.194], [-0.137, 0.155, -0.078], [0.043, -0.061, -0.156], [-0.659, -0.166, -0.413], [0.566, -0.188, -0.362], [-0.191, 0.052, -0.169], [0.380, 0.320, 0.175], [-0.014, 0.004, 0.323], [-0.057, 0.099, -0.045], [-0.143, -0.088, 0.095], [-0.065, -0.030, -0.039], [-0.036, 0.004, -0.027], [0.095, 0.021, 0.150], [-0.004, -0.016, -0.027], [-0.062, -0.028, 0.002], [-0.423, -0.034, 0.000], [0.001, 0.024, -0.031], [-0.013, -0.053, -0.031], [0.010, -0.042, 0.046], [-0.013, -0.019, -0.023], [0.048, 0.110, 0.068], [0.141, 0.114, 0.062], [-0.012, -0.041, 0.010], [0.155, -0.164, -0.118], [-0.006, 0.095, 0.197], [-0.059, 0.052, 0.048], [-0.067, -0.065, -0.065], [0.018, 0.057, -0.012], [-0.103, -0.069, -0.066], [0.142, 0.005, 0.016], [-0.282, 0.102, 0.155], [0.169, 0.081, -0.107], [0.008, -0.056, -0.023], [0.024, 0.016, -0.050], [0.009, 0.043, -0.032], [0.082, 0.022, -0.002], [0.052, 0.055, 0.025], [0.005, -0.003, -0.052], [0.010, -0.021, -0.012], [-0.051, 0.049, 0.021], [0.008, 0.001, 0.125], [-0.114, -0.091, -0.222], [-0.069, -0.067, -0.035], [0.033, -0.016, -0.031], [-0.048, 0.051, -0.083], [0.020, 0.060, -0.016], [0.132, -0.089, -0.175], [-0.061, -0.082, 0.174], [-0.072, 0.025, -0.038], [-0.051, -0.206, -0.101], [0.041, 0.001, 0.019], [-0.059, 0.044, -0.070], [0.019, 0.038, -0.090], [-0.176, -0.198, 0.577], [0.390, -0.008, -0.036], [0.124, 0.072, 0.084], [-0.224, 0.277, 0.150], [-0.034, -0.113, -0.206], [-0.034, -0.038, -0.016], [-0.051, -0.047, 0.085], [-0.036, -0.006, 0.076], [-0.055, -0.039, -0.019], [-0.009, 0.018, -0.011], [0.022, -0.075, -0.014], [0.134, -0.002, -0.136], [-0.089, 0.173, -0.006], [0.244, -0.120, 0.110], [-0.017, -0.029, 0.023], [0.144, -0.045, 0.148], [0.002, 0.089, 0.021], [0.007, -0.013, -0.021], [-0.144, -0.066, 0.082], [0.069, -0.146, -0.211], [0.388, -0.056, 0.555], [0.031, 0.038, 0.022], [0.031, -0.039, -0.150], [-0.068, 0.339, 0.117], [0.062, 0.039, 0.042], [0.043, 0.029, 0.023]],
  "homo_ev": -8.53,
  "e_tot_ha": -2733.89721,
  "max_force_ev_per_a": 1.899,
  "multiplicity": 1
}

=====

[4]
{
  "formula": "CH4Br2OP",
  "method": "ωB97M-V with the def2-TZVPD basis set",
  "symbols": ["Br", "Br", "P", "O", "C", "H", "H", "H", "H"],
  "coordinates": [[0.973, 0.638, 2.806], [2.878, 0.076, -0.128], [0.852, -0.388, 0.613], [0.865, -1.883, 1.072], [-1.803, 0.835, -1.446], [-1.711, 1.462, -0.539], [1.622, -2.108, 1.649], [-2.690, 0.520, -1.827], [-0.986, 0.847, -2.201]],
  "atomic_forces_ev_per_a": [[-0.294, -0.590, -1.954], [-0.637, -0.126, 0.007], [0.442, 1.481, 1.787], [0.300, -0.433, -0.074], [3.687, 2.233, 0.356], [-0.137, -0.714, -0.533], [-0.292, -0.247, -0.114], [-2.721, -1.457, -0.413], [-0.348, -0.147, 0.938]],
  "homo_ev": [-13.86, -14.44],
  "e_tot_ha": -5604.76057,
  "relative_energy_ev": 4.191,
  "max_force_ev_per_a": 4.325,
  "multiplicity": 1,
  "charge": 1
}